Entry 1:
C42H37BrCl2F4NO3PPtSi as an isolated structure, computed with the ωB97M-V functional and the def2-TZVPD basis.

Structure (XYZ):
```
93
C42H37BrCl2F4NO3PPtSi the ωB97M-V functional and the def2-TZVPD basis
Pt -0.0714 0.1520 0.0389
Br 0.5869 -2.6841 -1.8051
Cl -4.2818 2.3480 -0.0099
Cl -1.5653 2.1452 -1.0075
P -1.9124 -1.3094 -0.0942
Si 2.6953 0.7630 -1.6986
F 0.5657 -5.6204 -1.5611
F -3.7418 -3.5237 0.9600
F -3.4139 -6.1581 0.9151
F -1.2382 -7.2712 -0.3398
O 0.2754 0.2615 2.6071
O 0.6687 2.5263 1.0749
O 0.5845 4.1852 2.6504
N 2.0351 -0.0157 -0.2639
C -1.7949 3.5853 5.4416
C 2.5841 -2.5107 2.3557
C 3.8918 -2.2279 2.7422
C 4.5802 -1.2032 2.1021
C -0.6298 -3.7370 -0.8406
C -1.3945 -5.9626 -0.2931
C 2.0570 2.5642 -1.6967
C -0.4722 -5.1161 -0.9069
C -2.8668 -1.1146 1.4330
C -1.6869 -3.1425 -0.1504
C 4.0067 1.1705 4.3972
C 0.3381 1.0693 3.7316
C -2.7940 3.2316 -0.3491
C -2.1906 -0.4882 -2.7154
C 0.6276 3.3477 1.8797
C 2.0101 -0.0835 -3.2820
C 2.8666 0.9391 6.5012
C -4.1278 -0.8770 3.8823
C -0.7184 2.7834 5.1462
C -2.2210 -1.5458 2.5976
C -4.1179 -0.8479 -4.0911
C 3.9896 -0.4666 1.1013
C -4.7658 -0.4458 2.7283
C 4.0469 1.0729 5.7829
C 1.6510 0.9239 5.8486
C -2.8619 -1.4438 3.8144
C 2.6589 -0.7270 0.6845
C -2.4919 -5.3944 0.3534
C 2.7972 1.1330 3.7348
C -4.1381 -0.5562 1.5003
C 4.5942 0.6612 -1.8114
C -2.9373 3.5668 4.6450
C -2.8447 -1.0843 -1.6377
C -4.1335 -1.5868 -1.8022
C -2.6321 -4.0085 0.4008
C 1.9772 -1.7755 1.3653
C 1.5935 1.0408 4.4513
C -2.9697 2.7509 3.5194
C -0.7567 1.8930 4.0458
C -1.9025 1.9360 3.2140
C -4.7669 -1.4555 -3.0267
C -2.8229 -0.3734 -3.9398
H -4.6396 -0.2471 0.5958
H 4.9908 1.1083 6.3007
H -5.7597 -0.0260 2.7804
H 1.0462 -0.3298 2.6501
H 0.9298 -0.1490 -3.3004
H -1.9228 1.3183 2.3258
H -2.3848 -1.8165 4.7066
H -2.4226 3.6703 0.5770
H 5.0879 1.4048 -1.1936
H -4.6240 -0.7742 4.8338
H 4.9761 -0.3199 -1.5465
H 5.5928 -0.9781 2.3984
H -2.9981 3.9842 -1.1106
H 0.9619 -2.0042 1.0581
H 2.7689 1.2400 2.6573
H -5.7685 -1.8394 -3.1509
H 2.8938 0.8358 7.5740
H -1.1806 -0.1160 -2.5881
H -4.6210 -0.7496 -5.0410
H -3.8414 2.7565 2.8802
H -3.7806 4.1890 4.8993
H 0.1729 2.8451 5.7489
H -2.3101 0.0759 -4.7778
H 4.3594 -2.7886 3.5347
H 4.9218 1.2928 3.8365
H 2.0462 -3.3170 2.8299
H 2.5353 3.1546 -0.9228
H 2.3253 0.5077 -4.1347
H 4.5211 0.3525 0.6531
H 2.4138 -1.0830 -3.3983
H -1.7495 4.2393 6.2988
H -4.6373 -2.0750 -0.9832
H 4.8889 0.8589 -2.8369
H 0.7370 0.7814 6.4030
H 0.9832 2.6327 -1.5591
H -1.2321 -1.9820 2.5269
H 2.2948 3.0103 -2.6556
```

Summary:
- HOMO (spin up / spin down): -0.4698 / -0.4698 Eh
- Relative energy (zero: lowest compared OMol25 entry of this formula, charge and spin): 44.4 kcal/mol
- Total charge: +2
- HOMO-LUMO gap (spin up / spin down): 5.23 / 5.22 eV
- E_tot: -178142.9610 eV

Entry 2:
C42H38BN11OSSbV as an isolated structure, computed with the ωB97M-V functional and the def2-TZVPD basis.

Structure (XYZ):
```
96
C42H38BN11OSSbV the ωB97M-V functional and the def2-TZVPD basis
Sb 2.8176 -0.3835 -1.6304
V -1.2860 0.3334 0.6840
S 3.2154 -3.8004 4.7884
O -0.4741 -1.0181 -0.8309
N -2.9716 2.4660 1.6750
N 3.4663 -2.3764 4.0787
N -2.0353 1.5658 2.0281
N -3.9774 1.1466 -0.1820
N -1.1700 1.9022 -0.6042
N -3.1473 0.0891 -0.1310
N 0.4909 0.4700 1.4954
N 1.6635 -4.0145 4.4147
N -0.6963 -2.5628 -2.4675
N -1.4247 -1.2373 1.8823
N -2.2006 2.7684 -0.6747
C 5.4249 -0.6103 0.1330
C -0.4709 -2.1908 -1.2153
C -0.3266 2.2270 -1.5839
C 2.9472 -3.4000 -2.3869
C -3.8224 -0.9511 -0.6239
C -0.6354 -3.9486 -2.8903
C 5.3929 0.0600 -5.8238
C -2.6382 2.7334 3.8400
C -2.3701 -3.1816 2.9169
C 2.6680 1.3649 1.9339
C -1.1415 -3.5666 3.4185
C 5.1223 -0.9465 -3.6551
C 1.2810 -2.9685 3.7083
C -5.1121 -0.5634 -0.9937
C 5.8577 -0.7785 -4.8180
C 6.1080 2.0698 -0.1363
C 1.3977 1.4453 1.3825
C 3.0454 0.2276 2.6225
C 2.8896 -4.7717 -2.1748
C -0.2261 -1.5826 2.4139
C 0.8341 -0.6231 2.2152
C 3.9077 -0.2880 -3.4899
C -0.0444 -2.7412 3.1824
C 2.1051 -0.7883 2.7842
C 6.5693 -0.1164 0.7489
C -5.1631 0.7856 -0.6940
C -0.8148 3.3228 -2.3000
C 3.4554 0.5613 -4.4944
C -1.0322 -1.5745 -3.4827
C -2.4707 -2.0186 2.1670
C 2.7929 -4.4029 0.1943
C 6.9074 1.2226 0.6209
C -3.3546 3.1793 2.7450
C -2.0131 3.6315 -1.6851
C 2.9350 -2.5150 -1.3125
C 2.3307 -2.0132 3.5155
C -1.8211 1.7204 3.3360
C 2.8122 -5.2772 -0.8841
C 4.9727 1.5728 -0.7588
C 4.1944 0.7368 -5.6574
C 4.6204 0.2330 -0.6217
C 2.8479 -3.0328 -0.0232
B -3.4453 2.5483 0.2121
H 2.9097 -5.4484 -3.0203
H -0.5542 -1.8419 -4.4240
H -0.3614 3.8173 -3.1410
H 2.7369 -4.7884 1.2063
H -5.9552 1.5041 -0.8215
H -1.0269 -4.4633 4.0122
H 3.8386 1.4089 -6.4280
H -5.8950 -1.1743 -1.4071
H 2.5211 1.0992 -4.3674
H 6.8043 -1.2905 -4.9365
H -1.1064 1.1093 3.8638
H 2.7771 -6.3463 -0.7195
H -4.2690 3.3924 0.0602
H 4.3567 2.2324 -1.3639
H -0.6815 -0.5954 -3.1645
H 6.3721 3.1145 -0.2420
H 5.5024 -1.5847 -2.8645
H 4.0400 0.1168 3.0316
H 3.3595 2.1850 1.8084
H -2.7062 3.0884 4.8529
H 0.2152 -4.1079 -3.5547
H 7.7929 1.6092 1.1085
H 1.0764 2.3263 0.8416
H -2.1130 -1.5285 -3.6319
H -0.2414 -3.0272 -0.5381
H -3.4264 -1.6968 1.7789
H 5.1665 -1.6579 0.2412
H 2.8239 -2.3615 0.8252
H 7.1975 -0.7786 1.3319
H -3.2545 -3.7715 3.1113
H -4.1094 3.9439 2.6742
H -1.5509 -4.2099 -3.4221
H -0.5248 -4.6012 -2.0259
H 5.9688 0.1921 -6.7302
H -3.3655 -1.9246 -0.7092
H -2.7331 4.4011 -1.9069
H 0.5834 1.6714 -1.7378
H 3.0108 -3.0145 -3.3994
```

Summary:
- HOMO (spin up / spin down): -0.3335 / -0.3894 Eh
- Relative energy (zero: lowest compared OMol25 entry of this formula, charge and spin): 10.0 kcal/mol
- Total charge: +1
- 2S+1: 4
- HOMO-LUMO gap (spin up / spin down): 6.02 / 7.41 eV
- E_tot: -106346.6392 eV

Entry 3:
C42H38N2O30PY as an isolated structure, computed with the ωB97M-V functional and the def2-TZVPD basis.

Structure (XYZ):
```
114
C42H38N2O30PY the ωB97M-V functional and the def2-TZVPD basis
Y 2.4623 -1.5402 -0.5395
P 0.3191 -0.0705 -0.8541
O 2.5566 1.5628 -3.4993
O 5.3220 5.7261 -0.1359
O 1.7849 -3.2873 0.9849
O -0.7054 5.9339 -1.2871
O -2.7380 0.1235 5.8208
O 1.9846 2.0148 2.0076
O 3.7055 3.3628 3.5231
O 1.3707 -0.2680 -2.0253
O -5.3169 0.7956 2.0389
O 4.2180 2.0147 -5.5767
O -6.2723 -4.4105 -0.1637
O -2.2162 -4.7447 -5.3322
O -4.8715 -2.4407 1.0704
O -2.2651 -5.7882 -2.1856
O -1.0098 0.5478 -1.0786
O 0.5897 2.4711 -8.5569
O -0.0734 -3.5962 -4.0873
O -1.5149 3.2811 -1.2101
O -2.4569 0.4136 -3.3800
O -0.8435 -3.9857 -0.7928
O -0.5897 6.1553 3.3691
O -0.9109 1.2410 -6.6812
O 0.2412 -1.6308 -0.6011
O -0.6251 -0.5448 4.2026
O 3.4862 4.5116 -1.6611
O -3.1865 0.2071 0.3524
O -4.6429 -0.8349 -4.4833
O -1.7678 3.7594 3.4358
O 3.0457 -0.9992 1.7365
O 1.2055 0.2110 0.4004
N 3.8336 -0.8166 3.8658
N 0.8858 -3.8542 2.9700
C 3.0349 2.0466 -5.7971
C -1.3520 4.1349 2.3621
C -2.3520 -0.8654 -3.7680
C -0.7967 5.5166 2.2121
C -4.2390 0.5669 2.4765
C -2.3250 -3.5040 -4.8314
C -1.2744 -1.6330 -3.5630
C -3.0345 0.1738 1.6547
C 2.8922 -0.7533 2.9375
C 2.8032 2.8227 1.3858
C -3.9522 0.6403 3.9193
C -2.8512 0.1817 4.4928
C -2.8888 -5.0252 -1.4901
C -4.9693 -4.2659 -0.4356
C -4.2821 -3.1325 0.2689
C 3.4909 -0.3857 5.2069
C 3.6010 4.1132 -0.5327
C 0.7660 1.3590 -5.0238
C 2.7629 3.0792 0.0755
C 2.0224 1.7201 -4.7203
C 4.5951 4.7476 0.3992
C 0.1899 1.5955 -6.3461
C -1.3067 3.9704 -0.0806
C -0.8104 5.3832 -0.2324
C -1.6948 -0.2769 3.6682
C 0.8218 -3.3807 1.7468
C 4.6700 4.4648 1.7026
C -3.4722 -2.8200 -4.8887
C -2.8370 -3.0752 0.0680
C -4.3443 -5.0560 -1.3201
C -1.8840 -0.2292 2.2340
C -0.3238 -4.0348 3.7459
C 2.1493 -4.1898 3.5849
C 2.4532 2.3396 -7.1037
C -0.4948 6.0642 1.0348
C -1.1067 -2.9614 -4.1498
C 3.7461 3.5289 2.3391
C -2.1581 -3.9485 -0.6898
C -1.4787 3.3845 1.1158
C 5.2078 -1.1829 3.6105
C 1.1487 2.1558 -7.3735
C -3.6066 -1.4313 -4.4109
H -0.8879 5.5465 4.0734
H -1.8375 -0.1417 6.0589
H -4.3205 -3.3228 -5.3384
H 2.3261 -5.2681 3.6013
H 1.5290 1.3838 1.3508
H -0.3867 -1.2866 -3.0478
H 3.1158 2.5497 -7.9404
H 5.4951 -2.0765 4.1678
H 5.1397 5.7621 -1.0914
H 1.9553 -0.3189 3.2883
H 4.2299 0.3632 5.4792
H 2.9729 -3.6637 3.1137
H 1.3079 2.5973 -9.1912
H 2.1409 -3.8841 4.6360
H -1.3844 2.3234 -1.0267
H 0.0699 1.0845 -4.2389
H -1.9554 0.5536 -2.5454
H -0.0794 7.0633 1.0796
H -1.2279 -3.9690 3.1486
H 5.3003 -1.4439 2.5593
H -0.5106 -3.0618 -0.5938
H -0.3911 -3.3426 4.5874
H 5.8474 -0.3427 3.8749
H -0.9897 -0.4443 1.6640
H -1.2744 -4.9656 -5.4054
H -6.5263 -3.7837 0.5343
H -2.3107 -2.2888 0.6012
H -4.9078 -5.8763 -1.7484
H -0.1991 -3.1212 1.4621
H -4.7609 0.9445 4.5757
H -0.2780 -5.0333 4.1933
H -1.7287 2.3409 1.2655
H 1.9569 0.9712 -2.9787
H 5.3266 5.0982 2.2870
H 3.4868 -1.2477 5.8769
H -2.3014 0.2974 -0.1134
H 2.0517 2.6343 -0.6109
H 2.4814 0.0106 5.2604
```

Summary:
- HOMO: -0.3285 Eh
- Total charge: 0
- HOMO-LUMO gap: 6.47 eV
- E_tot: -118909.8989 eV

Q: What is the E_tot in the first record?
A: -178142.9610 eV

Q: The lowest E_tot belongs to which entry?
A: C42H37BrCl2F4NO3PPtSi